[1]
Computed, not measured: a cluster of 16 separate species, H32O16 in total, with the ωB97M-V functional and the def2-TZVPD basis.

The geometry in XYZ format:
```
48
Properties=species:S:1:pos:R:3:forces:R:3:mulliken_charge:R:1
O -4.400 5.595 -5.478 -1.82 1.31 0.76 -0.611
H -5.075 5.594 -4.778 0.32 0.26 -0.37 0.254
H -4.063 4.714 -5.464 1.54 -1.92 0.20 0.340
O -2.393 3.309 -9.645 0.47 -0.95 -0.26 -0.730
H -2.793 3.240 -8.782 -0.33 0.07 0.34 0.163
H -2.572 4.200 -9.953 0.03 0.50 -0.53 0.550
O -2.223 8.295 -9.063 -0.87 -0.79 0.66 -0.602
H -1.705 8.795 -9.662 0.70 0.94 -0.96 0.280
H -1.573 7.696 -8.662 0.08 0.08 0.19 0.294
O -2.957 5.685 -10.498 0.11 1.15 0.27 -0.700
H -3.427 6.010 -9.702 0.16 0.04 -0.54 0.287
H -2.243 6.346 -10.593 -0.51 -0.44 0.01 0.336
O 0.340 3.266 -4.941 0.03 -1.89 0.81 -0.696
H 0.585 3.988 -5.488 0.35 1.74 -0.75 0.445
H 0.972 2.598 -5.261 -0.28 0.05 0.59 0.285
O -2.782 3.443 -5.157 -0.14 0.53 1.17 -0.747
H -3.023 2.868 -5.874 0.08 -0.29 -0.78 0.424
H -1.876 3.773 -5.247 -0.26 -0.11 0.13 0.147
O -0.033 7.219 -7.685 1.42 0.68 -1.46 -0.794
H -0.582 6.502 -7.411 -1.46 -0.95 0.84 0.499
H -0.177 7.977 -7.135 -0.19 0.28 0.70 0.344
O -2.719 7.622 -5.903 -0.13 0.80 -0.26 -0.694
H -3.503 7.079 -5.928 0.04 -0.96 0.73 0.165
H -3.122 8.407 -6.264 0.54 1.07 -0.29 0.380
O -3.871 2.650 -7.490 2.38 -1.43 0.77 -0.727
H -4.738 2.793 -7.828 -1.60 -0.01 -0.78 0.330
H -3.462 1.808 -7.807 -0.98 0.83 0.21 0.296
O -0.634 2.557 -7.346 0.22 0.25 -0.98 -0.565
H 0.276 2.761 -7.657 -0.89 -0.20 0.54 0.245
H -0.637 2.583 -6.386 0.48 0.02 0.46 0.283
O -1.355 5.978 -4.141 -1.21 -1.91 -0.03 -0.594
H -1.926 6.237 -4.874 0.39 0.31 0.20 0.406
H -0.707 6.633 -4.023 1.09 1.37 0.01 0.300
O 1.351 4.844 -6.861 0.64 0.25 -1.72 -0.615
H 2.215 4.571 -7.231 -0.54 0.20 0.48 0.279
H 0.970 5.384 -7.598 0.36 -0.27 1.01 0.208
O -0.844 1.010 -9.568 1.30 -0.29 0.75 -0.656
H -1.624 0.822 -10.036 -1.38 -0.59 -1.37 0.353
H -1.128 1.795 -9.100 0.25 0.51 0.21 0.329
O -1.772 5.183 -7.400 0.91 0.30 0.66 0.699
H -1.407 4.287 -7.456 -0.14 -0.33 -0.32 0.159
H -2.609 5.216 -7.851 -0.21 -0.04 -0.32 -0.104
O -5.966 4.018 -8.404 -0.84 0.29 0.69 -0.734
H -5.279 4.686 -8.534 -0.06 0.24 -0.08 0.468
H -6.576 4.451 -7.765 0.59 -0.55 -0.70 0.295
O -4.247 6.226 -7.991 -0.89 0.84 0.88 -0.716
H -4.667 7.090 -7.842 0.19 0.11 -1.30 0.391
H -4.270 6.016 -7.024 0.07 -1.11 -0.45 0.052
```
Forces are in eV/Å.

Summary:
Relative energy (zero: lowest compared OMol25 entry of this formula, charge and spin): 4.494 eV
Kohn-Sham gap: 10.08 eV
LUMO: -0.2 eV

***

[2]
Computed, not measured: a cluster of 17 separate species, H33O17 in total, with the ωB97M-V functional and the def2-TZVPD basis.

The geometry in XYZ format:
```
50
Properties=species:S:1:pos:R:3:forces:R:3:mulliken_charge:R:1
O 0.614 -0.585 4.077 0.55 -0.65 1.01 -0.632
H 0.025 0.170 4.135 -0.09 -0.14 -0.47 0.233
H 1.479 -0.163 4.129 0.02 0.00 -0.18 0.334
O 1.539 1.396 1.007 -0.39 -0.02 -0.61 -0.504
H 1.020 1.120 0.129 0.74 0.14 0.26 0.349
H 2.344 0.871 1.053 -0.02 0.15 0.18 0.180
O -2.636 0.182 -2.885 0.14 -1.09 -0.04 -0.598
H -2.097 -0.560 -3.220 -0.13 0.85 -0.26 0.278
H -3.205 -0.309 -2.274 -0.27 0.52 0.15 0.337
O -1.243 -2.760 -3.095 0.30 0.71 -0.21 -0.750
H -0.381 -2.283 -3.186 -0.09 -0.65 0.06 0.477
H -1.675 -2.064 -2.587 -0.32 -0.62 0.54 0.171
O 0.594 0.776 -1.250 0.74 -0.58 -0.28 -1.001
H 1.517 0.975 -1.481 -0.25 0.39 -0.01 0.247
O 1.091 -2.467 0.225 1.07 -0.03 -0.03 -0.641
H -0.193 0.455 1.608 0.50 -0.14 0.38 0.226
H 0.863 -1.776 -0.411 -0.19 -0.02 -0.17 0.257
O 3.712 -0.727 1.016 -0.56 -0.67 -0.35 -0.661
H -0.450 3.616 0.873 -0.08 -0.03 0.17 0.270
H 3.934 -1.667 0.929 0.50 0.26 0.16 0.299
O -3.216 4.531 -1.396 0.00 -0.10 -0.18 -0.641
H -4.120 4.377 -1.688 0.01 0.01 0.05 0.304
H 0.706 -0.328 -2.160 -0.11 -0.18 0.98 0.322
O -0.570 3.059 1.654 0.17 0.57 -0.50 -0.666
H 2.831 -0.807 0.614 0.04 0.19 0.11 0.287
H 0.121 2.373 1.557 -0.17 0.45 0.15 0.358
O -3.908 -0.338 -0.011 -0.44 -0.45 -0.82 -0.673
H -2.967 -0.121 -0.035 -0.03 0.11 0.65 0.350
H -4.376 0.022 0.745 0.60 0.22 0.17 0.289
O 4.107 -2.169 -1.891 -0.28 -0.39 -0.39 -0.614
H 3.169 -2.191 -2.129 -0.15 -0.04 0.72 0.303
H 0.921 2.226 4.333 -0.26 0.51 -0.70 0.302
O 0.817 -1.057 -2.938 -0.13 1.05 -0.40 -0.745
H 0.397 -0.425 -3.546 0.17 -0.51 -0.54 0.338
H 2.471 -0.900 -3.672 -0.12 -0.06 -0.11 0.421
O 1.690 2.026 3.799 1.25 -0.23 0.61 -0.647
H 1.692 2.406 2.910 -0.75 -0.11 0.30 0.314
H 1.143 -3.270 -0.305 -0.10 0.09 0.04 0.305
O -1.302 -1.667 0.152 -0.76 0.93 -0.93 -0.342
H -0.664 -1.591 0.866 -0.39 -0.65 0.34 0.234
H -2.014 -2.284 0.329 0.24 -0.04 0.58 0.216
O -0.682 0.686 2.408 -1.66 -0.37 -0.43 -0.384
H -1.451 1.134 2.029 0.13 0.18 0.14 0.262
H -2.721 3.805 -1.797 0.02 0.03 0.13 0.338
O 3.378 -0.815 -4.032 -0.01 0.36 -0.28 -0.769
H 4.404 -2.082 -2.809 0.51 0.03 0.18 0.338
H 3.794 -0.213 -3.404 0.03 0.04 -0.10 0.342
O -3.782 -0.069 3.855 -1.95 0.67 -0.11 -0.643
H -3.016 0.497 3.803 0.82 -0.93 0.08 0.321
H -3.704 -1.015 3.969 1.17 0.25 -0.05 0.310
```
Forces are in eV/Å.

Summary:
Charge: -1
Relative energy (zero: lowest compared OMol25 entry of this formula, charge and spin): 2.595 eV
Kohn-Sham gap: 9.46 eV
LUMO: 2.5 eV

***

[3]
Computed, not measured: a structure of composition H33O17, with the ωB97M-V functional and the def2-TZVPD basis.

The geometry in XYZ format:
```
50
Properties=species:S:1:pos:R:3:forces:R:3:mulliken_charge:R:1
O 5.749 0.526 -0.174 2.03 3.43 -1.99 -0.612
H 6.343 0.537 -0.987 -1.46 -0.48 1.69 0.311
H 5.479 -0.323 0.023 -0.66 -2.95 0.35 0.299
O -1.005 -2.382 1.929 2.10 -0.87 2.04 -0.584
H -1.519 -2.567 1.199 -1.85 0.09 -2.38 0.234
H -0.897 -1.446 2.113 -0.64 -0.26 -1.14 0.297
O -0.989 1.587 -0.967 -0.52 1.10 2.08 -0.551
H -1.251 1.531 0.034 -0.03 1.40 -1.40 0.487
H -0.977 0.655 -0.917 0.03 -2.24 -1.39 0.181
O -2.522 1.909 -4.591 -1.06 -0.17 4.50 -0.719
H -1.914 2.647 -4.358 -0.66 -0.58 -0.26 0.333
H -2.988 1.714 -3.604 1.86 0.77 -4.01 0.382
O -2.757 -1.058 -0.657 1.55 -0.89 0.08 -0.504
H -2.317 -0.712 0.133 1.92 -0.26 0.45 0.189
O 2.194 -0.160 6.034 -0.48 -3.96 -1.72 -0.647
H 2.497 0.629 -1.478 5.35 -0.12 -4.77 0.128
H 1.873 0.689 5.862 -0.88 2.09 -0.48 0.311
O -1.804 -0.470 3.709 0.40 1.86 -2.62 -0.827
H -0.889 -4.013 -2.352 -0.99 0.84 0.46 0.307
H -1.016 -0.903 3.351 -0.16 -0.07 1.78 0.209
O 0.469 0.763 -3.798 -2.98 0.00 -0.96 -0.671
H -0.554 1.075 -3.769 3.88 -0.65 0.49 0.350
H -3.460 -0.547 -0.345 -3.19 1.14 -0.17 0.331
O -1.820 -3.759 -2.506 0.27 -0.96 -0.83 -0.664
H -1.811 0.199 2.655 0.21 -1.15 2.15 0.697
H -2.191 -3.103 -1.914 0.67 0.25 0.43 0.341
O 4.328 0.054 -3.273 2.03 0.88 1.66 -0.614
H 3.648 0.709 -3.212 -0.81 -0.24 -0.83 0.297
H 4.230 -0.699 -3.818 -1.16 -0.60 -0.96 0.309
O -1.515 0.687 1.436 -4.93 -0.13 0.47 -1.052
H -0.643 0.607 1.380 5.95 -0.37 0.14 0.143
H 1.210 -3.296 3.964 0.74 -0.25 2.06 0.266
O -5.622 0.994 -1.130 2.50 0.52 -4.95 -0.610
H -6.146 0.960 -0.423 -3.12 -0.23 4.55 0.280
H -4.831 0.522 -0.907 0.47 -0.05 0.30 0.278
O 1.228 -2.999 3.082 0.31 0.02 -0.66 -0.518
H 0.418 -3.436 2.814 -0.58 0.49 -1.14 0.264
H 1.741 -0.751 5.307 1.31 1.86 2.17 0.330
O 2.285 4.015 -0.982 -5.79 8.77 -11.01 -0.575
H 2.678 3.450 -0.527 5.68 -8.45 5.40 0.253
H 2.349 3.932 -2.105 0.10 -0.27 5.62 0.313
O 1.829 0.562 -0.939 -5.79 -0.41 5.35 -0.366
H 1.046 0.093 -1.270 0.84 0.38 -0.39 0.313
H 1.096 1.190 -3.212 -1.09 0.64 0.47 0.277
O -3.932 1.086 1.334 0.98 1.09 1.26 -0.602
H -3.040 1.001 1.822 -1.76 -0.29 -1.30 0.141
H -3.943 2.064 1.335 -0.50 -0.64 -0.42 0.313
O 3.571 -1.419 1.545 1.71 -7.35 6.24 -0.575
H 2.766 -1.562 2.092 0.86 -0.48 -0.26 0.261
H 3.323 -0.779 1.064 -2.66 7.78 -6.09 0.270
```
Forces are in eV/Å.

Summary:
Charge: -1
Relative energy (zero: lowest compared OMol25 entry of this formula, charge and spin): 8.147 eV
Kohn-Sham gap: 8.68 eV
LUMO: 2.0 eV

***

[4]
Computed, not measured: a structure of composition H35O17, with the ωB97M-V functional and the def2-TZVPD basis.

The geometry in XYZ format:
```
52
Properties=species:S:1:pos:R:3:forces:R:3:mulliken_charge:R:1
O -2.316 0.973 0.681 0.48 -0.64 1.08 -0.698
H -1.935 1.185 2.365 -0.51 0.21 -0.48 0.538
H -3.205 1.215 0.503 -1.32 0.64 -0.05 0.250
O -0.794 -1.792 -0.067 0.12 1.77 -1.35 -0.125
H -2.395 -3.478 0.592 -0.32 -0.16 -0.64 0.277
H -1.873 1.116 -0.144 0.71 0.31 -0.89 0.347
O 3.225 2.323 2.198 -4.73 0.44 -1.94 -0.500
H 3.227 2.037 3.061 0.82 -0.86 2.88 0.269
H 4.013 2.509 1.813 3.92 0.43 -0.87 0.232
O 4.101 -0.939 0.339 0.80 0.43 -1.83 -0.594
H 3.963 -0.425 -0.519 0.31 -1.11 1.69 0.319
H 1.120 -0.951 -3.512 -0.19 -0.85 0.21 0.404
O 0.677 3.327 3.478 2.94 -5.26 -5.03 -0.550
H 1.211 1.512 -0.799 -0.40 -3.97 -0.28 0.327
O -2.540 -2.859 -2.901 -1.67 -0.18 -4.03 -0.576
H -3.282 -2.301 -3.262 1.15 -0.96 0.75 0.298
H -2.374 -2.578 -2.054 0.62 1.13 3.15 0.269
O -2.730 0.581 -1.925 -1.09 -0.67 -2.44 -0.663
H -3.120 0.501 -2.891 0.97 0.33 3.19 0.274
H -3.423 0.343 -1.283 0.00 0.01 -1.00 0.301
O 1.093 0.461 -1.066 0.38 5.26 0.31 -0.620
H 1.369 3.646 2.850 -0.85 -0.11 0.94 0.333
H 1.143 0.662 -2.057 0.00 -1.47 0.84 0.347
O 0.609 -4.191 0.964 -1.10 2.66 -1.45 -0.666
H 2.884 4.854 -0.521 -1.39 -1.57 -0.09 0.305
H 0.376 -3.434 0.309 0.45 -1.58 1.68 0.363
O 0.601 -2.609 -3.918 -6.27 0.92 4.30 -0.658
H -0.243 -2.539 -4.411 1.11 -0.36 0.13 0.329
H 1.321 -2.692 -4.394 5.16 -0.92 -4.43 0.267
O 1.146 -0.690 1.962 -1.83 -5.21 2.31 -0.437
H 1.214 -0.518 1.089 0.75 1.35 -4.45 0.260
H 1.286 0.025 2.469 1.39 4.02 2.36 0.193
O -2.029 -3.456 1.467 3.28 -2.46 0.27 -0.711
H 2.940 3.487 0.075 0.57 -1.04 0.84 0.283
H -1.075 -4.037 1.327 -3.55 2.10 0.64 0.420
O -2.507 3.765 -1.563 1.30 0.26 0.47 -0.581
H -1.590 3.831 -1.204 -1.02 -0.21 -0.37 0.310
H -2.639 4.658 -1.902 -0.25 -0.03 -0.06 0.290
O -1.409 1.040 3.167 1.91 -1.51 -0.28 -0.616
H -0.508 1.014 2.735 -0.86 0.84 0.85 0.317
H -1.376 -1.149 -0.551 0.33 -0.86 0.58 0.123
O 1.320 -0.014 -3.569 1.18 0.49 0.40 -0.682
H 0.628 0.313 -4.104 -1.08 0.76 -1.12 0.278
H 0.050 -1.365 -0.318 -0.13 -0.21 0.01 0.056
O 2.345 4.002 -0.438 0.65 2.53 -0.74 -0.586
H 4.958 -1.421 0.210 -1.20 0.70 0.11 0.293
H -1.378 -0.271 3.251 -0.34 -1.09 -0.01 0.542
O -1.395 -1.512 3.111 2.19 1.02 -3.68 -0.630
H -1.852 -1.563 2.130 1.43 -0.85 2.94 0.444
H -0.372 -1.825 2.821 -3.49 1.35 0.94 0.471
H 0.397 3.958 4.002 -1.98 5.16 3.94 0.238
H 1.145 -4.731 0.403 0.61 -1.01 -0.30 0.324
```
Forces are in eV/Å.

Summary:
Charge: +1
Relative energy (zero: lowest compared OMol25 entry of this formula, charge and spin): 5.597 eV
Kohn-Sham gap: 10.39 eV
LUMO: -2.8 eV

***

[5]
Computed, not measured: a structure of composition H35O17, with the ωB97M-V functional and the def2-TZVPD basis.

The geometry in XYZ format:
```
52
Properties=species:S:1:pos:R:3:forces:R:3:mulliken_charge:R:1
O 3.302 -0.581 4.302 -0.22 1.09 0.06 -0.698
H 4.076 -1.133 4.181 -0.24 -0.51 -0.12 0.340
H 2.479 -1.006 4.059 0.26 -0.77 0.06 0.324
O -2.357 -3.954 -1.167 -0.33 0.41 -0.35 -0.614
H -3.166 -4.228 -0.729 -0.05 -0.04 0.02 0.304
H -1.657 -4.482 -0.803 0.55 -0.36 0.32 0.290
O -2.191 0.514 -3.806 0.33 0.22 0.28 -0.671
H -1.357 0.056 -4.000 -0.22 -0.25 0.09 0.364
H -2.905 -0.125 -3.852 0.17 -0.16 -0.51 0.276
O 1.264 2.946 1.818 -0.52 -0.29 -0.27 -0.649
H 1.570 3.735 2.253 0.20 0.53 0.53 0.279
H 1.848 2.254 2.191 0.17 0.45 0.03 0.265
O -0.613 -0.194 2.809 -0.90 0.38 -0.58 -0.536
H -0.515 -1.055 3.235 0.50 0.15 0.28 0.313
O -3.315 -1.440 -1.533 0.45 0.22 0.06 -0.616
H -3.541 -1.104 -2.401 -0.29 -0.04 0.04 0.215
H -2.620 -2.098 -1.713 -0.30 -0.23 0.28 0.407
O -0.617 -4.106 1.849 -0.25 0.18 -0.21 -0.592
H -1.267 -4.694 2.244 0.06 -0.10 0.10 0.316
H 0.023 -3.936 2.542 0.11 -0.09 0.17 0.280
O 2.099 1.048 -0.082 -0.43 -1.98 0.17 -0.581
H 2.312 1.589 0.677 0.24 0.82 -0.79 0.292
H 2.107 1.417 -0.958 0.34 1.02 0.07 0.289
O 0.419 -0.991 -1.517 -0.14 -0.29 -0.30 -0.526
H 0.920 5.217 -0.702 1.00 0.56 0.23 0.361
H -0.366 -0.950 -0.966 -0.11 -0.01 -0.06 0.249
O 0.789 -0.976 -4.998 -0.13 0.28 0.04 -0.618
H 1.732 -0.983 -4.804 0.04 -0.19 0.14 0.311
H 0.657 -0.104 -5.381 -0.01 0.03 -0.23 0.319
O 3.486 1.587 2.581 -0.44 -0.78 -0.15 -0.710
H 4.066 1.146 1.945 0.12 0.31 -0.09 0.302
H 3.212 0.819 3.134 0.50 0.35 0.34 0.443
O -1.581 0.562 -0.012 -0.32 -0.39 -0.25 -0.453
H -2.017 -0.233 0.320 0.35 0.12 0.71 0.286
H -1.067 1.059 0.634 -0.20 -0.59 0.60 0.184
O -1.383 -2.303 4.507 1.01 -0.44 -0.18 -0.676
H -1.712 -1.702 5.179 -0.49 0.07 -0.28 0.312
H -1.969 -2.387 3.751 -0.54 0.23 0.33 0.349
O -0.923 3.852 -1.525 -9.11 -5.80 -8.27 -0.963
H -1.706 2.488 -1.454 -0.62 1.38 -0.67 0.428
H -0.159 4.129 -1.000 -1.42 -3.37 -4.21 0.507
O 3.448 -2.515 -2.235 0.94 -0.22 -0.93 -0.622
H 2.560 -2.789 -2.468 -0.33 0.28 0.65 0.327
H 3.519 -2.069 -1.396 -0.70 0.01 0.28 0.291
O 0.254 4.642 -0.341 9.59 8.31 12.05 -0.397
H 0.612 4.052 0.336 0.65 -0.02 0.73 0.330
H -1.431 4.643 -1.729 -0.31 -0.45 -0.11 0.231
O -2.595 1.985 -1.638 -0.03 -2.48 1.54 -0.540
H -2.633 1.313 -0.785 0.45 1.82 -1.10 0.681
H -2.319 1.223 -2.228 -0.19 0.79 -1.11 0.443
H 0.194 0.306 2.709 0.45 -0.33 0.29 0.258
H 1.032 -0.441 -1.032 0.39 0.19 0.30 0.297
```
Forces are in eV/Å.

Summary:
Charge: +1
Relative energy (zero: lowest compared OMol25 entry of this formula, charge and spin): 6.587 eV
Kohn-Sham gap: 10.30 eV
LUMO: -2.7 eV